Below is a cluster of 12 separate species, C41H115N15O13 in total at a distorted geometry, with properties calculated with ωB97M-V/def2-TZVPD.

```
! wB97M-V def2-TZVPD RIJCOSX def2/J DEFGRID3
* xyz 0 1
C 1.094 -5.090 2.614
O 2.198 -4.264 2.919
C 1.816 -2.928 3.139
C 3.033 -1.950 2.949
C 3.879 -1.859 4.211
N 2.594 -0.578 2.796
H 0.764 -4.894 1.594
H 0.287 -4.934 3.329
H 1.353 -6.145 2.694
H 0.953 -2.666 2.527
H 1.498 -2.737 4.164
H 3.469 -2.270 2.003
H 4.392 -2.810 4.353
H 3.450 -1.572 5.171
H 4.663 -1.123 4.034
H 1.967 -0.712 2.015
H 2.069 -0.415 3.643
C 0.958 -1.755 -0.475
O 0.597 -0.839 0.563
C -0.310 0.189 0.187
C -0.154 1.355 1.202
C -0.441 1.013 2.639
N -1.045 2.414 0.826
H 0.119 -2.388 -0.765
H 1.806 -2.364 -0.160
H 1.224 -1.174 -1.359
H -0.180 0.489 -0.853
H -1.302 -0.260 0.139
H 0.877 1.692 1.093
H -0.109 0.002 2.876
H -1.511 1.066 2.842
H 0.038 1.728 3.308
H -1.935 2.033 0.536
H -1.342 2.927 1.644
C -4.362 1.941 3.292
O -5.068 0.788 3.700
C -6.363 1.080 4.200
C -7.164 -0.130 4.640
C -7.432 -1.009 3.464
N -8.488 0.205 5.124
H -4.083 2.373 4.253
H -4.919 2.570 2.598
H -3.456 1.563 2.819
H -6.316 1.676 5.111
H -6.761 1.752 3.441
H -6.634 -0.746 5.366
H -7.744 -2.000 3.794
H -6.537 -1.175 2.865
H -8.032 -0.487 2.719
H -8.994 0.525 4.311
H -8.447 0.986 5.763
C 2.419 4.979 -4.997
O 1.823 4.107 -4.047
C 1.184 4.803 -2.954
C 0.368 3.774 -2.112
C -0.671 3.048 -3.000
N -0.359 4.390 -1.041
H 3.267 5.462 -4.511
H 1.560 5.629 -5.164
H 2.653 4.427 -5.907
H 1.780 5.396 -2.260
H 0.408 5.482 -3.306
H 1.043 3.042 -1.669
H -0.180 2.620 -3.874
H -1.539 3.627 -3.316
H -1.079 2.167 -2.503
H 0.307 4.883 -0.463
H -0.589 3.616 -0.434
C 2.568 -5.373 -0.958
O 3.283 -4.523 -1.896
C 4.714 -4.473 -1.718
C 5.078 -3.504 -0.563
C 4.944 -2.000 -0.876
N 6.533 -3.781 -0.409
H 2.896 -5.355 0.081
H 2.733 -6.398 -1.291
H 1.491 -5.218 -0.892
H 5.144 -5.452 -1.507
H 5.353 -4.264 -2.575
H 4.611 -3.795 0.378
H 4.926 -1.404 0.036
H 4.048 -1.834 -1.475
H 5.853 -1.726 -1.410
H 7.053 -3.578 -1.250
H 6.861 -3.129 0.290
C -2.139 -2.721 6.460
O -2.745 -3.215 5.265
C -2.251 -2.597 4.113
C -2.926 -3.185 2.826
C -2.486 -2.578 1.509
N -4.354 -2.986 2.919
H -2.226 -1.645 6.615
H -1.084 -2.971 6.356
H -2.514 -3.098 7.411
H -2.568 -1.560 4.225
H -1.169 -2.656 3.991
H -2.558 -4.195 2.647
H -1.427 -2.424 1.302
H -2.933 -1.588 1.416
H -2.860 -3.161 0.668
H -4.640 -3.384 3.802
H -4.440 -1.979 2.939
C 5.214 2.974 -7.422
O 4.041 2.522 -6.790
C 4.086 1.785 -5.551
C 2.700 1.203 -5.129
C 2.633 0.536 -3.666
N 2.441 0.144 -6.046
H 5.657 2.156 -7.989
H 5.850 3.385 -6.637
H 4.973 3.645 -8.246
H 4.920 1.084 -5.585
H 4.401 2.477 -4.770
H 1.978 2.019 -5.139
H 2.574 1.318 -2.909
H 3.356 -0.246 -3.433
H 1.663 0.088 -3.452
H 2.237 0.504 -6.968
H 3.309 -0.336 -6.236
C -5.812 2.126 -4.070
O -4.969 1.430 -3.185
C -5.563 1.364 -1.833
C -4.490 0.676 -0.904
C -5.108 0.215 0.417
N -3.456 1.705 -0.735
H -5.754 3.189 -3.836
H -6.869 1.863 -4.033
H -5.346 1.889 -5.027
H -5.740 2.331 -1.363
H -6.453 0.735 -1.871
H -4.099 -0.227 -1.373
H -4.267 -0.068 1.050
H -5.616 -0.745 0.321
H -5.642 0.961 1.005
H -3.873 2.529 -0.327
H -3.099 1.945 -1.649
C 5.408 -1.676 -7.160
O 4.443 -1.925 -6.138
C 4.106 -3.262 -5.982
C 3.060 -3.415 -4.886
N 1.739 -3.042 -5.265
C 0.980 -2.906 -4.038
C -0.425 -2.169 -4.237
O -1.049 -2.384 -2.993
C -2.153 -1.495 -2.683
H 4.914 -1.761 -8.128
H 6.361 -2.199 -7.086
H 5.592 -0.613 -7.007
H 5.020 -3.780 -5.691
H 3.880 -3.694 -6.957
H 3.488 -2.731 -4.154
H 3.030 -4.362 -4.348
H 1.872 -2.161 -5.741
H 1.533 -2.111 -3.537
H 0.980 -3.763 -3.365
H -0.944 -2.622 -5.081
H -0.189 -1.115 -4.387
H -1.677 -0.533 -2.489
H -2.692 -1.900 -1.827
H -2.848 -1.558 -3.520
N 1.177 4.130 1.947
C 1.735 5.271 1.530
N 2.560 5.700 2.347
O 1.440 5.845 0.473
H 0.396 3.776 1.414
H 1.577 3.726 2.782
H 2.792 5.062 3.094
H 3.076 6.515 2.046
N 0.471 -0.738 7.148
C 0.286 -0.022 6.097
N -0.671 0.854 6.295
O 0.892 -0.209 5.117
H 0.157 -0.456 8.066
H 1.108 -1.521 7.108
H -0.815 1.373 5.441
H -1.227 0.570 7.089
N 0.250 4.860 4.912
C -0.975 4.839 4.537
N -1.711 5.686 5.215
O -1.449 4.194 3.640
H 0.515 5.251 5.805
H 0.973 4.372 4.403
H -2.685 5.790 4.968
H -1.317 6.334 5.882
*
```

frontier orbital gap = 7.682 eV
HOMO = -7.7 eV
energy above the lowest of the compared OMol25 structures with the same formula, charge and spin = 55.8 kcal/mol
calculated total energy = -93342.7933 eV
SMILES string = COC[C@H](C)N.COC[C@H](C)N.COC[C@H](C)N.COC[C@H](C)N.COC[C@H](C)N.COC[C@H](C)N.COC[C@H](C)N.COC[C@H](C)N.COCCNCCOC.NC(N)=O.NC(N)=O.NC(N)=O
LUMO level = -0.02 eV

***

Below is a cluster of 2 separate species, C3H10N2O2 in total at a distorted geometry, with properties calculated with ωB97M-V/def2-TZVPD.

```
! wB97M-V def2-TZVPD RIJCOSX def2/J DEFGRID3
* xyz 0 1
C -0.329 -2.552 1.094
C -0.362 -1.217 0.373
N 0.973 -0.564 0.361
H -1.316 -3.014 1.086
H 0.369 -3.237 0.611
H -0.035 -2.433 2.140
H -0.676 -1.314 -0.660
H -1.039 -0.504 0.839
H 1.444 -0.672 1.252
H 0.848 0.601 0.153
H 1.569 -0.933 -0.370
N -0.554 3.327 -1.237
C -0.160 2.030 -0.964
O -0.606 1.092 -1.630
O 0.656 1.903 0.029
H 0.098 4.017 -0.905
H -0.881 3.469 -2.174
*
```

frontier orbital gap = 9.568 eV
HOMO = -9.0 eV
energy above the lowest of the compared OMol25 structures with the same formula, charge and spin = 4.4 kcal/mol
calculated total energy = -10349.2973 eV
LUMO level = 0.59 eV

***

Below is a structure of composition C18H22N5O3Pt, with properties calculated with ωB97M-V/def2-TZVPD.

```
! wB97M-V def2-TZVPD RIJCOSX def2/J DEFGRID3
* xyz 1 3
Pt -0.607 -1.297 -0.444
O 2.807 -1.376 3.927
C 3.637 -1.421 2.863
C 5.018 -1.379 3.063
C 5.898 -1.417 2.001
C 5.417 -1.497 0.699
C 4.056 -1.543 0.494
C 3.136 -1.505 1.552
C 1.710 -1.557 1.175
O 1.453 -1.621 -0.089
N 0.785 -1.579 2.151
N -0.433 -1.488 1.650
C -1.544 -1.694 2.250
C -2.769 -1.538 1.454
C -4.020 -1.555 2.050
C -5.154 -1.415 1.271
C -5.022 -1.258 -0.101
C -3.753 -1.248 -0.640
N -2.655 -1.390 0.110
H 3.338 -1.346 4.729
H 5.396 -1.314 4.079
H 6.964 -1.383 2.189
H 6.100 -1.531 -0.140
H 3.660 -1.615 -0.508
H -1.585 -1.983 3.295
H -4.087 -1.672 3.123
H -6.134 -1.428 1.728
H -5.885 -1.152 -0.744
H -3.596 -1.135 -1.704
C 0.266 -0.101 -2.952
N -0.368 1.181 -2.740
C -1.348 1.590 -3.751
C -0.444 1.627 -1.452
O -0.196 0.870 -0.474
N -0.767 2.916 -1.238
C -0.398 3.984 -2.166
C -1.049 3.356 0.126
H 0.339 -0.304 -4.017
H -0.338 -0.921 -2.503
H 1.255 -0.136 -2.504
H -1.921 0.718 -4.075
H -0.863 2.027 -4.624
H -2.044 2.313 -3.335
H 0.138 3.585 -3.021
H 0.258 4.687 -1.652
H -1.279 4.527 -2.514
H -1.433 2.530 0.712
H -1.791 4.153 0.088
H -0.146 3.737 0.607
*
```

frontier orbital gap (alpha / beta) = 7.030 / 6.317 eV
HOMO (alpha / beta) = -10.6 / -10.7 eV
<S²> = 2.006
calculated total energy = -35854.8149 eV
LUMO level (alpha / beta) = -3.55 / -4.36 eV

***

The highest calculated total energy belongs to which entry?
C3H10N2O2

***

Please write out number 2 again, unchanged.
Below is a cluster of 2 separate species, C3H10N2O2 in total at a distorted geometry, with properties calculated with ωB97M-V/def2-TZVPD.

```
! wB97M-V def2-TZVPD RIJCOSX def2/J DEFGRID3
* xyz 0 1
C -0.329 -2.552 1.094
C -0.362 -1.217 0.373
N 0.973 -0.564 0.361
H -1.316 -3.014 1.086
H 0.369 -3.237 0.611
H -0.035 -2.433 2.140
H -0.676 -1.314 -0.660
H -1.039 -0.504 0.839
H 1.444 -0.672 1.252
H 0.848 0.601 0.153
H 1.569 -0.933 -0.370
N -0.554 3.327 -1.237
C -0.160 2.030 -0.964
O -0.606 1.092 -1.630
O 0.656 1.903 0.029
H 0.098 4.017 -0.905
H -0.881 3.469 -2.174
*
```

frontier orbital gap = 9.568 eV
HOMO = -9.0 eV
energy above the lowest of the compared OMol25 structures with the same formula, charge and spin = 4.4 kcal/mol
calculated total energy = -10349.2973 eV
LUMO level = 0.59 eV

***

Which formula does entry 3 have?
C18H22N5O3Pt

***

Among the records above, which one has the lowest calculated total energy?
C41H115N15O13